[1]
Molecular formula: C9H12O2
Method: DFT, the ωB97M-V functional and the def2-TZVPD basis

Geometry as XYZ:
```
23
Properties=species:S:1:pos:R:3:forces:R:3
C 2.678 1.185 3.230 1.634 -10.470 -0.542
C 1.649 1.054 2.143 -1.145 -0.056 5.409
C 1.590 -0.192 1.461 -3.938 -1.001 -2.715
C 0.471 -0.386 0.309 -0.795 12.537 3.130
C 0.357 -1.437 -0.275 2.174 -11.073 -5.018
C -0.516 -1.834 -1.500 1.031 -2.233 2.899
C -1.550 -1.104 -1.964 0.221 -2.563 -5.166
C -2.095 0.247 -1.992 2.437 1.924 6.316
C -3.150 0.636 -2.924 -0.989 3.743 5.775
H 2.362 0.333 4.241 0.769 2.072 -3.177
H 2.792 1.942 3.844 0.916 4.534 1.823
H 3.709 0.512 2.747 -2.688 2.725 1.926
H 0.695 1.425 2.540 -0.313 -0.627 -0.348
H 1.860 1.718 1.473 1.230 4.283 -4.481
H -0.246 0.606 -0.218 2.079 -2.830 2.315
H 1.333 -2.174 0.088 -3.159 1.103 -1.187
H -0.413 -3.096 -1.853 -0.161 4.375 0.855
H -1.807 -1.650 -2.984 -0.486 0.965 2.099
H -2.505 1.240 -3.516 -0.766 1.794 -1.028
H -4.175 1.091 -2.018 3.424 -0.641 -3.339
H -3.598 -0.069 -3.432 -1.964 -3.792 -2.616
O 2.227 -1.146 1.690 2.418 -2.268 0.987
O -1.668 1.101 -1.091 -1.928 -2.501 -3.916
```
Forces are in eV/Å.

DFT total energy, eV: -13613.192
E_HOMO, eV: -9.1

[2]
Molecular formula: C20H51N4O4
Method: DFT, the ωB97M-V functional and the def2-TZVPD basis

Geometry as XYZ:
```
79
Properties=species:S:1:pos:R:3:forces:R:3
C 0.486 0.911 -3.903 -0.087 -0.028 -0.073
C 1.332 0.117 -2.909 -0.085 0.044 0.051
C 2.097 -1.015 -3.606 0.102 -0.061 -0.117
C 2.326 1.005 -2.175 0.019 0.115 0.036
N 1.698 2.058 -1.273 -0.103 0.075 -0.102
C 2.669 2.550 -0.226 -0.020 0.050 -0.062
C 2.800 1.549 0.914 -0.007 0.017 -0.078
O 1.537 1.216 1.452 0.102 -0.036 0.060
C 0.702 0.637 0.470 -0.048 -0.103 -0.089
C 0.405 1.666 -0.597 0.141 0.027 -0.013
H 1.088 1.235 -4.755 0.015 0.032 0.063
H 0.021 1.800 -3.463 0.003 -0.030 -0.016
H -0.319 0.276 -4.274 0.049 0.024 -0.023
H 0.654 -0.329 -2.176 0.112 -0.103 -0.019
H 1.518 -1.938 -3.606 -0.037 0.093 -0.047
H 2.306 -0.761 -4.647 0.024 0.024 0.042
H 3.056 -1.235 -3.131 -0.078 -0.002 0.067
H 2.922 1.572 -2.895 0.081 -0.062 0.077
H 3.007 0.433 -1.546 -0.088 -0.087 -0.044
H 1.486 2.858 -1.868 -0.059 -0.036 -0.026
H 2.275 3.497 0.144 0.029 -0.039 0.056
H 3.623 2.724 -0.724 -0.012 0.006 0.067
H 3.384 2.015 1.707 -0.014 -0.008 -0.013
H 3.319 0.638 0.592 0.001 0.031 0.018
H 1.179 -0.260 0.056 -0.072 0.014 -0.008
H -0.225 0.324 0.947 0.040 0.061 0.046
H 0.022 2.577 -0.133 -0.036 -0.051 -0.010
H -0.297 1.326 -1.353 0.031 -0.029 0.060
C -3.137 -2.822 2.799 0.019 0.026 -0.027
C -2.046 -3.648 2.131 -0.008 -0.092 -0.017
C -0.644 -3.388 2.685 -0.018 0.068 0.002
O -0.119 -2.114 2.332 0.009 0.058 -0.041
C -0.361 -1.069 3.251 0.010 0.153 0.118
N -2.123 -3.461 0.681 -0.011 -0.005 -0.047
H -3.112 -1.788 2.449 0.013 0.005 0.013
H -4.115 -3.227 2.546 -0.007 0.018 -0.008
H -3.029 -2.819 3.885 -0.010 -0.011 -0.002
H -2.248 -4.706 2.325 -0.017 0.023 0.035
H 0.042 -4.120 2.254 0.020 0.003 0.013
H -0.628 -3.504 3.775 -0.012 -0.033 -0.016
H -0.253 -1.386 4.293 0.039 -0.151 -0.061
H -1.357 -0.629 3.142 -0.014 -0.024 -0.033
H 0.388 -0.302 3.057 -0.018 0.035 0.070
H -1.518 -4.122 0.206 0.008 -0.007 0.001
H -1.781 -2.534 0.450 0.021 0.002 0.011
C -3.151 -4.332 -4.624 0.007 0.029 -0.003
C -1.666 -4.086 -4.384 0.049 -0.036 -0.019
C -1.371 -3.008 -3.336 -0.075 -0.004 0.009
O -1.628 -1.674 -3.757 0.033 -0.022 0.056
C -2.972 -1.247 -3.607 -0.007 0.002 0.058
N -1.008 -3.847 -5.663 0.028 0.027 0.014
H -3.582 -3.544 -5.242 -0.006 0.000 0.004
H -3.285 -5.270 -5.158 -0.006 0.007 -0.012
H -3.709 -4.380 -3.687 0.005 -0.010 0.003
H -1.235 -5.006 -3.973 -0.037 0.000 0.020
H -0.303 -3.042 -3.108 0.007 0.016 0.016
H -1.924 -3.214 -2.410 0.005 -0.018 -0.002
H -3.415 -1.661 -2.696 0.007 0.023 0.008
H -3.596 -1.532 -4.455 0.014 0.000 -0.013
H -2.962 -0.159 -3.532 -0.012 0.007 -0.017
H 0.000 -3.850 -5.566 0.005 -0.014 -0.007
H -1.271 -2.935 -6.023 -0.012 -0.007 -0.007
C -0.309 4.316 5.198 0.040 0.021 -0.029
C 0.379 3.286 4.314 0.011 -0.026 -0.020
C 1.909 3.391 4.272 -0.020 -0.009 -0.008
O 2.410 4.436 3.456 0.006 -0.012 -0.040
C 2.534 5.696 4.094 0.016 -0.017 0.054
N -0.205 3.328 2.969 0.056 -0.034 -0.023
H -0.317 5.297 4.720 0.008 0.006 0.020
H -1.345 4.027 5.370 -0.007 0.017 -0.007
H 0.191 4.412 6.162 -0.014 -0.013 0.008
H 0.176 2.290 4.723 -0.039 0.037 0.033
H 2.292 2.468 3.825 0.008 -0.006 0.033
H 2.320 3.468 5.286 0.003 0.009 -0.009
H 2.876 5.577 5.127 0.025 0.008 -0.017
H 1.592 6.250 4.105 -0.005 -0.010 -0.016
H 3.276 6.268 3.541 -0.013 0.018 -0.003
H 0.304 2.660 2.400 -0.036 -0.026 -0.026
H 0.010 4.238 2.571 -0.068 0.029 0.024
```
Forces are in eV/Å.

Total charge: +1
DFT total energy, eV: -35709.860
E_HOMO, eV: -11.2

[3]
Molecular formula: C2H3BrN2S
Method: DFT, the ωB97M-V functional and the def2-TZVPD basis

Geometry as XYZ:
```
9
Properties=species:S:1:pos:R:3:forces:R:3
C -1.254 0.839 -0.623 0.917 0.563 -1.880
C 0.899 -0.504 0.275 -0.172 0.597 -0.798
N -1.828 0.533 0.517 0.186 -0.417 0.873
N -2.931 0.730 0.955 -0.306 -0.418 1.102
S 0.348 0.416 -0.969 -0.640 -0.489 1.189
Br -4.306 1.641 -0.165 -0.067 0.305 -0.619
H -1.766 1.403 -1.396 0.000 -0.020 0.030
H 0.264 -0.724 1.111 -0.164 -0.078 0.209
H 1.918 -0.832 0.242 0.246 -0.043 -0.106
```
Forces are in eV/Å.

DFT total energy, eV: -85976.612
E_HOMO (alpha / beta), eV: -8.7 / -8.6

[4]
Molecular formula: C5H11NO
Method: DFT, the ωB97M-V functional and the def2-TZVPD basis

Geometry as XYZ:
```
18
Properties=species:S:1:pos:R:3:forces:R:3
C -0.478 0.959 -2.489 0.350 -0.152 0.073
C 0.030 0.349 -1.182 -0.372 -0.768 -0.297
N 0.184 -1.126 -1.307 -0.120 0.453 -0.359
C -0.966 0.601 -0.065 0.193 0.597 0.298
C -0.612 0.001 1.307 -0.856 0.492 0.595
C 0.791 -0.429 1.617 0.329 -0.099 -0.141
O 1.264 -0.338 2.722 -0.069 0.023 0.092
H 0.137 0.628 -3.329 0.091 0.176 0.042
H -1.481 0.588 -2.683 -0.246 0.033 -0.003
H -0.500 2.047 -2.466 -0.003 0.092 -0.008
H 1.013 0.745 -0.917 0.009 0.134 -0.024
H -0.750 -1.505 -1.454 0.053 -0.107 0.075
H 0.671 -1.311 -2.182 0.088 -0.116 0.176
H -1.940 0.233 -0.377 -0.154 -0.299 -0.151
H -1.142 1.681 0.038 0.316 -0.137 -0.008
H -1.304 -0.819 1.528 0.377 -0.316 -0.131
H -0.863 0.712 2.103 0.074 0.031 -0.149
H 1.392 -0.854 0.799 -0.059 -0.036 -0.079
```
Forces are in eV/Å.

SMILES: C[C@H](N)CCC=O
DFT total energy, eV: -8900.509
E_HOMO, eV: -9.4

[5]
Molecular formula: C4H8N2
Method: DFT, the ωB97M-V functional and the def2-TZVPD basis

Geometry as XYZ:
```
14
Properties=species:S:1:pos:R:3:forces:R:3
C -1.111 -1.310 0.601 1.219 -0.558 -1.007
C -0.437 0.031 0.235 -0.072 0.318 0.301
C 1.114 0.248 0.408 -1.095 -1.026 1.298
C 1.379 1.179 -0.690 -0.107 0.819 -1.350
N 0.452 1.247 -1.581 0.079 -0.613 1.000
N -0.590 0.320 -1.197 0.541 0.978 -0.760
H -0.478 -2.150 0.182 -0.873 0.803 0.229
H -1.162 -1.491 1.667 -0.066 0.234 0.299
H -2.133 -1.360 0.174 0.628 0.019 0.212
H -0.948 0.835 0.780 0.098 0.007 0.266
H 1.648 -0.690 0.249 0.094 -0.184 -0.059
H 1.417 0.617 1.406 -0.291 -0.121 -0.473
H 2.323 1.740 -0.793 -0.679 -0.256 -0.156
H -1.475 0.784 -1.439 0.524 -0.422 0.201
```
Forces are in eV/Å.

SMILES: C[C@H]1CC=NN1
DFT total energy, eV: -7256.733
E_HOMO, eV: -8.7

[6]
Molecular formula: C14H18O
Method: DFT, the ωB97M-V functional and the def2-TZVPD basis

Geometry as XYZ:
```
33
Properties=species:S:1:pos:R:3:forces:R:3
C 0.028 -1.637 3.394 0.322 0.811 1.294
C -0.808 -1.553 2.348 2.102 -3.013 2.298
C -1.535 -2.814 1.884 -2.810 1.819 -0.928
C -1.161 -0.291 1.816 -2.034 0.364 0.293
C -2.582 -0.035 2.018 -2.478 0.123 0.400
C -0.501 0.551 1.096 3.095 2.277 0.207
C 0.992 0.542 0.879 0.980 -0.658 -0.364
C 1.316 -0.248 -0.466 -0.024 1.591 0.748
O 2.564 -0.911 -0.391 -2.554 -1.471 1.896
C 1.100 0.722 -1.717 1.528 -2.360 1.114
C 2.222 1.101 -2.518 -1.380 -0.923 1.294
C 1.956 1.856 -3.636 2.863 0.477 -1.175
C 0.711 2.298 -4.002 -1.377 0.832 -1.064
C -0.358 1.842 -3.238 -1.793 0.249 -0.655
C -0.194 1.012 -2.089 1.405 2.205 -2.607
H 0.309 -0.690 3.994 -0.006 -1.600 -1.348
H 0.350 -2.613 3.836 -0.517 0.958 -0.400
H -1.916 -2.487 0.867 0.282 -1.176 0.802
H -2.509 -3.014 2.509 1.868 0.466 -0.989
H -0.992 -3.732 1.823 0.651 -0.317 0.042
H -2.969 -0.450 2.972 0.279 0.398 -0.390
H -3.037 -0.646 1.243 -0.797 0.012 -0.103
H -2.948 1.006 1.891 0.519 -0.609 0.053
H -0.941 1.521 0.926 -0.467 0.018 -0.453
H 1.367 1.572 0.873 -0.110 -0.065 -0.412
H 1.577 0.085 1.724 -0.809 -0.086 -0.862
H 0.617 -1.069 -0.395 -0.560 -0.085 -0.756
H 3.176 -0.491 -0.895 2.834 1.892 -2.160
H 3.232 0.698 -2.266 -0.917 0.732 -0.498
H 2.831 2.082 -4.288 -0.754 0.031 0.486
H 0.518 2.986 -4.935 0.551 -1.611 2.004
H -1.382 2.120 -3.679 1.402 -0.578 1.246
H -1.034 0.685 -1.578 -1.295 -0.705 0.984
```
Forces are in eV/Å.

SMILES: C=C(C)/C(C)=C\C[C@H](O)c1ccccc1
DFT total energy, eV: -16854.408
E_HOMO, eV: -8.8

What is the DFT total energy in the sixth record?
-16854.408 eV

Which value of DFT total energy does entry 1 give?
-13613.192 eV

Which of these has the lowest DFT total energy?
C2H3BrN2S

Which of these has the highest DFT total energy?
C4H8N2